[1]
A molecular structure, C31H27AlBBr3ClF22N5O14 at a distorted geometry, computed with ωB97M-V/def2-TZVPD.

XYZ file:
```
105
Properties=species:S:1:pos:R:3:forces:R:3
H 2.649 1.147 1.024 -0.418 -0.598 0.472
H 6.262 5.543 -1.898 -0.033 -0.160 0.000
O 0.841 0.850 -5.799 -0.386 -0.067 -0.152
O 2.358 0.187 -4.532 0.656 0.085 0.993
C -1.500 -4.298 -1.979 1.669 -1.022 0.814
C 2.900 -3.563 2.432 -0.197 0.063 -0.069
C 3.966 1.806 2.600 -0.215 -0.218 0.681
O 0.259 0.427 4.358 -0.237 -0.214 0.167
F 7.308 -6.067 0.421 -0.260 -0.253 0.583
F -1.817 -3.228 -1.233 -0.375 -0.519 -0.639
H 4.421 0.825 2.756 -0.060 -0.014 -0.093
C 2.580 1.650 1.975 0.303 -0.366 1.101
F -1.301 -1.151 -3.037 -0.954 -0.622 -0.018
O 2.891 1.639 -6.138 0.243 0.071 -0.033
H 1.637 3.293 3.710 0.235 -0.128 0.007
C -3.381 -0.257 0.600 0.500 -2.472 0.241
Br 3.690 2.158 -2.535 -0.389 -0.429 0.439
C 1.054 1.195 3.858 0.392 -0.048 -0.120
H 0.371 2.934 4.856 0.070 -0.193 0.143
H -2.414 0.949 -2.292 -0.188 -0.303 0.746
C -4.022 -1.414 2.394 0.099 3.663 -0.674
F -5.786 -0.426 -0.427 0.859 0.361 -0.502
C 7.117 4.795 -0.144 -0.343 -0.070 0.031
N 8.331 4.659 -0.757 0.501 -0.004 0.017
C 2.795 -3.408 3.810 0.424 -0.234 0.319
N 6.131 5.291 -0.937 -0.166 0.378 0.123
B 6.812 -6.759 1.537 0.099 -0.657 -1.847
O 5.824 -5.086 4.382 -0.055 0.034 0.171
H 9.084 4.294 -0.203 -0.095 -0.019 -0.051
C -1.412 0.309 -0.341 1.226 -0.425 -0.717
C -3.745 0.936 -0.353 0.722 -1.487 1.521
C -2.781 3.549 -1.454 0.348 0.864 -1.021
H -7.517 6.852 2.459 0.032 -0.040 -0.013
F -0.206 1.890 -2.635 -1.438 -0.502 0.879
C -2.213 -3.111 -4.246 0.820 -0.842 -0.770
C 1.306 2.558 4.441 -0.418 0.440 -0.180
C -4.410 -0.759 -3.190 -1.161 -1.300 -0.310
H 3.812 -3.956 1.998 -0.027 -0.034 0.063
F -3.870 -1.481 -2.120 0.255 0.998 -0.453
F -2.422 -5.271 -1.885 0.088 1.214 -0.179
F -0.357 -2.358 1.384 0.291 -0.382 0.109
H 3.627 -3.685 4.450 0.071 -0.043 -0.153
F -4.791 1.725 -3.050 1.033 -0.831 0.054
H -7.451 4.610 1.128 -0.010 0.111 0.077
C 1.626 -2.900 4.365 0.045 -0.129 -0.198
O 7.913 -7.076 2.480 -0.471 0.450 0.530
Br -7.124 4.992 4.033 0.075 0.046 0.014
C -0.608 2.728 -1.667 0.735 -0.002 -0.618
C -1.126 -3.967 -3.467 -0.203 -0.686 -1.138
C -2.421 1.138 -1.196 0.956 -0.146 2.165
C 1.831 -3.212 1.612 -0.040 0.028 -0.126
C 2.076 0.938 -5.528 -0.332 0.328 -0.395
C -3.350 -0.684 -4.348 0.918 -0.501 -2.018
O -3.897 -0.158 1.983 -0.077 -1.223 -0.264
H 3.910 2.292 3.578 -0.073 0.014 -0.003
H 1.891 -3.331 0.537 -0.009 0.028 0.016
H -5.101 1.956 -5.351 0.109 0.119 0.383
F -2.037 -3.430 -5.562 -0.246 0.284 1.010
H 4.621 2.393 1.968 0.076 -0.036 0.217
H -3.707 -1.276 0.292 -0.518 1.057 -0.417
H -0.361 -2.137 3.973 0.069 0.221 -0.088
F -3.433 -3.598 -3.898 0.507 0.667 0.254
F -1.249 -1.209 -5.189 -0.598 -0.455 0.843
F -6.470 0.399 -2.880 1.089 -0.337 0.083
C -6.706 6.125 2.503 -0.356 0.058 0.017
H 8.501 4.898 -1.715 -0.087 -0.069 0.014
F -3.912 -1.236 -5.466 0.212 0.153 1.056
Cl 3.629 2.657 0.007 1.156 1.625 -3.624
F -0.374 -4.831 -1.406 -0.573 0.460 -0.355
F -2.901 0.518 -4.739 -0.664 -0.145 1.440
C -5.118 0.614 -1.012 -0.440 1.562 -0.199
F -5.400 -1.586 -3.634 0.736 0.763 0.299
O 8.345 -6.537 4.613 -0.305 0.168 0.027
F 0.117 -3.463 -3.598 -1.028 0.173 0.605
Al 0.362 -4.720 5.182 0.015 -0.268 -0.363
H -3.852 1.777 0.372 -0.207 -0.234 -0.882
H -0.309 0.303 -0.468 -0.957 0.134 -0.263
H 1.545 -2.782 5.447 0.209 0.544 0.014
H 2.084 2.598 1.783 -0.232 -0.130 0.324
H -6.633 5.987 0.361 0.031 -0.002 0.063
H 2.044 2.476 5.240 0.009 -0.003 -0.067
O 5.867 -5.896 2.297 0.237 0.083 0.670
N -1.924 -0.424 0.652 -1.223 2.521 -1.362
F 6.164 -7.941 1.129 0.206 0.527 0.299
C 0.552 -2.539 3.549 -0.746 0.090 0.011
C -2.025 -1.555 -4.127 0.671 1.162 -1.338
O 0.071 3.634 -1.406 0.720 1.527 0.693
H -1.404 -1.024 1.301 -0.477 0.529 -0.532
C 0.672 -2.702 2.181 0.672 -0.309 0.462
C -5.129 0.505 -2.599 -2.334 0.750 0.684
O 6.938 4.495 1.025 0.161 0.070 0.035
O -3.613 4.058 -0.802 1.091 -0.551 -1.224
N -1.868 2.546 -0.974 -0.513 -0.849 -2.515
H -5.776 6.638 2.735 -0.016 -0.105 -0.069
F -1.088 -5.180 -4.113 -0.255 0.584 0.724
N -4.108 -2.509 2.680 -0.072 -2.078 0.756
C 7.650 -6.481 3.631 1.759 -1.036 0.043
H 5.222 5.404 -0.523 0.001 -0.255 -0.102
F -2.636 3.961 -2.739 0.588 -0.968 0.894
C -6.638 5.326 1.226 0.285 -0.210 0.293
C 6.355 -5.736 3.513 -1.527 0.808 -0.387
F -5.918 1.714 -0.768 0.547 -0.751 -0.172
O -5.327 2.024 -6.276 -0.216 -0.202 -0.229
O 1.762 0.784 2.815 -0.633 -0.351 0.288
Br -4.976 4.316 1.091 -1.967 0.712 1.962
```
Positions in Å, forces in eV/Å.

Frontier orbital gap ... 0.0468 hartree
Charge ... -2
DFT total energy ... -358402.7711 eV
Largest force on an atom ... 4.1 eV Å⁻¹
LUMO ... -0.038 eV
M ... 1424.5 Da

[2]
A molecular structure, C31H27BN8O2SSr, computed with ωB97M-V/def2-TZVPD.

XYZ file:
```
71
Properties=species:S:1:pos:R:3:forces:R:3
C -1.122 -2.686 0.894 -0.004 -0.073 0.008
H -1.910 -8.376 2.012 0.000 0.021 0.022
C -1.181 -5.107 1.268 0.008 -0.056 -0.026
C -1.543 -6.276 1.996 0.018 0.111 0.024
C 3.952 1.615 -2.494 0.003 0.039 -0.066
O 2.820 2.674 -0.408 0.166 0.101 0.052
N 1.704 4.401 -2.644 0.165 -0.273 0.029
C -1.265 -2.133 3.656 -0.001 0.026 0.026
H -0.666 3.229 4.529 0.008 -0.010 0.009
C -0.560 -4.349 4.223 -0.020 -0.003 -0.077
H 3.783 -0.493 -2.754 0.009 -0.024 -0.012
H -2.065 4.827 -2.403 -0.008 0.038 -0.003
N -2.979 1.350 -1.105 0.043 -0.037 0.156
H 7.258 0.616 -5.658 -0.001 0.006 0.008
N -0.500 3.520 -2.411 0.075 0.104 0.052
C 4.654 2.769 -2.808 0.032 0.024 -0.034
S 2.530 1.717 -1.447 -0.203 -0.285 -0.110
N -2.196 2.916 1.667 -0.067 0.073 -0.069
C -0.177 5.864 -2.634 0.020 0.068 0.000
H -0.651 -2.374 6.997 -0.001 0.001 -0.003
H 7.461 2.258 -5.532 0.002 -0.008 0.004
H 1.886 6.427 -2.862 -0.009 -0.011 0.005
H -0.253 -5.348 3.949 0.008 -0.023 0.012
H -3.368 -0.317 -2.305 0.024 -0.002 0.002
H 4.320 3.711 -2.393 0.017 0.010 -0.007
C -0.340 2.273 2.541 -0.066 -0.039 0.079
C -1.345 -7.710 0.052 -0.002 0.010 0.026
H -0.829 -6.677 -1.761 0.005 0.028 -0.001
N 7.276 1.404 -5.028 0.012 0.018 -0.019
C 5.747 2.701 -3.656 -0.034 0.010 0.029
C -1.148 -1.760 4.980 -0.011 0.017 -0.026
H -1.572 -1.405 2.914 0.000 0.010 0.003
H -5.707 1.938 0.495 0.025 0.016 0.018
C -5.040 0.449 -1.035 -0.015 0.090 -0.112
C -0.441 -3.963 5.546 0.007 0.038 0.059
H -0.574 6.868 -2.677 -0.029 -0.012 -0.001
C -4.966 1.516 -0.163 -0.054 -0.117 0.127
H -1.398 -8.692 -0.403 0.000 0.002 -0.006
C 5.433 0.328 -3.870 0.031 -0.019 -0.027
H -2.998 3.990 3.283 -0.016 0.009 -0.029
H -0.084 -4.689 6.273 -0.001 -0.004 -0.005
H 5.745 -0.626 -4.280 -0.005 -0.003 0.004
C 0.843 3.383 -2.454 -0.137 0.011 -0.003
C -1.108 -3.783 1.811 0.001 0.021 0.083
C 1.180 5.611 -2.721 -0.027 0.161 -0.022
Sr -0.431 0.661 -0.538 -0.243 -0.342 -0.268
N -1.072 2.218 1.430 0.159 0.097 0.022
H -4.181 3.784 1.109 -0.015 0.029 0.010
H -0.722 -4.457 -0.726 0.004 -0.017 -0.021
C -0.991 3.019 3.525 -0.092 0.013 -0.060
B -3.228 3.290 0.547 0.028 -0.110 0.034
H 6.303 3.599 -3.903 -0.009 0.013 0.010
C -0.744 -2.669 5.958 0.018 -0.038 0.055
C -1.000 -3.456 3.209 -0.020 -0.056 -0.042
H -2.704 4.050 -0.232 0.028 0.016 -0.031
N 1.257 2.092 -2.305 -0.034 -0.057 0.239
C -1.138 -1.733 0.111 0.192 0.436 -0.226
O 2.273 0.342 -1.023 0.022 0.235 0.115
H -5.872 -0.209 -1.213 -0.016 0.017 -0.015
C -0.955 -5.325 -0.122 0.000 0.068 0.022
C -1.026 -6.575 -0.697 -0.006 -0.072 -0.044
C 6.143 1.481 -4.200 -0.022 -0.049 0.004
C -3.763 0.399 -1.602 0.015 -0.120 0.099
H 0.610 1.762 2.594 0.003 -0.009 -0.006
C -2.173 3.405 2.913 0.081 -0.036 0.099
N -3.728 2.028 -0.204 0.008 0.138 -0.138
C -0.986 4.747 -2.483 -0.035 -0.165 -0.057
C 4.340 0.394 -3.023 -0.015 0.060 0.041
H -1.825 -6.180 3.035 -0.006 -0.030 0.024
C -1.616 -7.523 1.405 -0.011 -0.089 -0.037
H -1.376 -0.735 5.256 -0.002 0.002 -0.006
```
Positions in Å, forces in eV/Å.

Frontier orbital gap ... 0.1197 hartree
Charge ... -2
Energy relative to the best compared isomer or geometry (same formula, charge and spin) ... 5.10 kJ/mol
DFT total energy ... -60950.4990 eV
Largest force on an atom ... 0.5 eV Å⁻¹
LUMO ... 3.739 eV
M ... 674.1 Da

[3]
6 unconnected molecules or ions with the total composition C31H27F6NO5S at a distorted geometry, computed with ωB97M-V/def2-TZVPD.

XYZ file:
```
71
Properties=species:S:1:pos:R:3:forces:R:3
C -2.290 -6.260 1.733 -0.830 -0.053 -0.288
H 1.292 4.181 -8.600 -0.012 -0.038 0.067
C 2.824 2.287 -5.593 -0.036 0.203 -0.271
F -0.522 -1.269 2.896 -0.271 -0.215 -0.138
H 3.719 4.414 -8.087 -0.100 -0.071 0.040
C -0.840 -3.664 5.599 0.160 -0.083 -0.279
C 0.445 -4.643 3.805 -0.061 0.304 0.374
C -2.726 -5.393 0.743 0.148 0.108 -0.036
C -4.039 -5.478 0.290 0.002 -0.247 0.254
C 0.309 -3.471 3.068 0.074 0.169 -0.174
O 0.032 3.898 1.512 -2.446 -3.986 4.394
C -0.394 -2.406 3.608 0.159 -1.156 0.699
C 3.633 3.093 -6.389 0.047 0.029 -0.017
C -3.140 -7.206 2.284 0.099 -0.073 0.133
H 0.820 1.556 -5.260 0.006 0.053 -0.054
C -0.414 3.102 2.385 2.611 3.279 -3.837
H 0.824 1.313 1.252 -0.146 0.121 0.776
H -4.389 -4.810 -0.489 0.075 -0.050 0.095
H 1.000 -5.480 3.395 -0.080 0.149 0.021
H -2.383 2.619 -1.370 0.019 -0.123 -0.060
C 1.466 2.172 -5.874 -0.143 -0.117 0.074
C -2.086 1.803 -4.656 -0.061 -0.003 0.300
C -2.347 2.568 -3.522 0.001 0.012 0.036
C -0.132 -4.739 5.069 0.052 0.000 -0.037
H 3.251 1.748 -4.754 -0.088 0.057 -0.079
H -1.508 -1.638 5.267 0.020 -0.037 -0.050
F -0.374 2.743 -7.232 -0.168 -0.012 -0.092
O -2.539 1.338 1.156 1.296 1.194 4.475
N 0.677 1.048 2.238 0.490 -2.211 -1.660
H 5.305 2.390 4.054 0.017 0.067 -0.036
C 3.148 3.827 1.854 -0.029 -0.037 -0.092
S -2.696 1.871 2.548 -6.066 -1.110 -2.341
H 4.691 3.187 -6.167 -0.126 -0.014 -0.023
C -4.904 -6.421 0.841 -0.028 0.024 -0.033
C -1.763 0.700 -2.117 0.069 -0.098 0.163
C 3.608 2.970 2.851 0.176 0.231 -0.148
H 2.120 3.759 1.511 0.374 0.061 0.085
H -5.929 -6.484 0.491 0.123 0.004 0.045
C -1.655 0.487 -4.520 0.026 -0.150 -0.098
C 5.769 4.002 2.724 -0.784 -0.062 -0.256
H -2.772 -7.875 3.053 0.014 0.066 -0.036
O -1.830 3.295 2.710 1.174 -3.440 0.567
C -0.967 -2.488 4.867 -0.119 0.278 -0.022
O 0.404 2.129 3.043 -2.960 3.109 -0.143
C -1.501 -0.052 -3.252 -0.251 0.818 -0.093
F -1.090 -1.323 -3.121 0.062 -0.178 0.027
H -2.680 3.597 -3.627 0.039 -0.124 0.004
H -5.131 -8.015 2.270 0.108 0.063 -0.038
H -0.028 -5.655 5.641 -0.015 0.111 -0.068
F 7.041 4.088 3.147 0.163 0.013 0.049
H -1.292 -3.742 6.582 0.047 0.057 -0.115
C -4.456 -7.283 1.839 0.123 0.235 -0.180
F -2.164 0.764 3.721 -0.419 2.697 -2.413
H 6.000 5.598 1.315 -0.001 -0.066 0.048
C 1.732 3.659 -7.759 -0.125 0.080 -0.126
C 3.087 3.782 -7.470 -0.108 -0.233 0.255
H -2.219 2.231 -5.643 0.061 -0.089 0.120
O -4.158 2.131 2.852 5.689 -0.351 0.110
C 4.005 4.772 1.293 0.055 -0.272 0.278
C -2.183 2.019 -2.252 0.045 -0.093 -0.329
F -1.021 -6.181 2.166 0.027 -0.175 -0.123
H 3.647 5.435 0.513 0.065 -0.049 0.089
H 2.939 2.237 3.290 0.117 0.054 -0.059
H -1.637 0.252 -1.137 -0.023 0.008 -0.059
H -2.041 -4.660 0.332 -0.009 -0.063 0.035
C 0.935 2.857 -6.956 0.890 0.080 0.201
H -0.034 0.296 2.337 0.599 1.273 -0.083
C 5.321 4.864 1.734 0.133 0.118 -0.060
H 0.744 -3.380 2.079 -0.025 0.017 0.055
H -1.439 -0.121 -5.391 -0.025 -0.003 0.059
C 4.928 3.054 3.285 0.097 -0.061 0.118
```
Positions in Å, forces in eV/Å.

SMILES string ... NOC(=O)OS(=O)(=O)F.Fc1ccccc1.Fc1ccccc1.Fc1ccccc1.Fc1ccccc1.Fc1ccccc1
Frontier orbital gap ... 0.2819 hartree
Energy relative to the best compared isomer or geometry (same formula, charge and spin) ... 214.42 kJ/mol
DFT total energy ... -71447.6033 eV
Largest force on an atom ... 6.6 eV Å⁻¹
LUMO ... -1.438 eV
M ... 639.6 Da

Question: Which formula does entry 3 have?
Answer: C31H27F6NO5S

Question: What is the DFT total energy in the third record?
Answer: -71447.6033 eV

Question: Which formula does entry 3 have?
Answer: C31H27F6NO5S